The following is a quantum chemistry calculation of a structure of composition ClMnO4 at a distorted geometry, from OMol25.

The HOMO energy (alpha / beta) comes out at -16.0879 / -16.0615 eV. Its charge is +1. Its multiplicity is 6. The energy relative to the best compared isomer or geometry (same formula, charge and spin) comes out at 0.000 eV. The value obtained for the LUMO energy (alpha / beta) is -0.30311 / -0.30303 hartree. For the total energy, the calculation gives -1911.534735 a.u.

Structure (XYZ):
```
6
Properties=species:S:1:pos:R:3:forces:R:3
Mn -21.05654 -28.09489 18.95621 -1.10 -1.31 -1.64
Cl -22.64903 -29.22072 16.98137 -0.53 -0.12 -1.52
O -21.16901 -29.16986 16.87590 0.73 0.76 1.21
O -23.22512 -28.17369 16.23926 0.12 0.07 0.33
O -23.14662 -30.48425 16.67104 0.12 -0.27 0.23
O -22.84794 -28.95282 18.46084 0.66 0.87 1.38
```
Forces are in eV/Å.